The following is a quantum chemistry calculation of a structure of composition C36H34N7S2SeW, from the OMol25 dataset.

Element x y z (Å)
1 W -0.173 0.600 0.702
2 C -1.909 0.854 3.450
3 N -0.490 0.821 3.003
4 C 0.372 1.808 3.692
5 C 1.463 2.184 2.757
6 N 1.481 1.752 1.524
7 C 2.578 2.349 0.904
8 C 3.051 2.269 -0.402
9 C 4.172 3.011 -0.711
10 C 4.814 3.812 0.244
11 C 4.351 3.902 1.541
12 C 3.220 3.157 1.844
13 N 2.481 3.026 3.013
14 C -2.806 0.917 2.262
15 N -2.355 0.788 1.041
16 C -3.455 0.885 0.195
17 C -3.546 0.822 -1.191
18 C -4.805 0.942 -1.744
19 C -5.945 1.122 -0.948
20 C -5.864 1.189 0.429
21 C -4.596 1.067 0.978
22 N -4.140 1.091 2.291
23 H -2.080 1.709 4.105
24 H -2.135 -0.051 4.017
25 H -0.159 -0.119 3.229
26 H 0.778 1.394 4.619
27 H -0.211 2.693 3.952
28 H 2.569 1.644 -1.140
29 H 4.572 2.969 -1.715
30 H 5.693 4.372 -0.044
31 H 4.843 4.522 2.278
32 H 2.681 3.458 3.899
33 H -2.667 0.691 -1.806
34 H -4.919 0.899 -2.819
35 H -6.911 1.211 -1.426
36 H -6.744 1.329 1.042
37 H -4.704 1.201 3.117
38 C -0.380 -1.711 -1.892
39 C -0.050 -0.353 -2.400
40 C 0.289 -0.235 -3.765
41 C 0.536 0.980 -4.314
42 C 0.391 2.135 -3.517
43 C 0.579 3.425 -4.051
44 C 0.388 4.526 -3.263
45 C -0.001 4.370 -1.927
46 C -0.183 3.120 -1.377
47 S -0.735 2.959 0.267
48 C 0.032 1.965 -2.161
49 N -0.130 0.708 -1.594
50 H -0.430 -2.426 -2.711
51 H -1.344 -1.681 -1.386
52 H 0.350 -2.075 -1.174
53 H 0.353 -1.143 -4.347
54 H 0.816 1.083 -5.355
55 H 0.866 3.519 -5.090
56 H 0.526 5.521 -3.663
57 H -0.167 5.242 -1.309
58 S 3.547 -1.888 -1.017
59 C 2.409 -1.042 -0.300
60 N 1.557 -0.416 0.226
61 C 2.041 -6.658 -0.696
62 C 1.290 -5.495 -0.113
63 C -0.065 -5.313 -0.362
64 C -0.770 -4.234 0.153
65 C -2.254 -4.150 -0.090
66 C -0.082 -3.293 0.931
67 Se -1.068 -1.755 1.554
68 C 1.266 -3.488 1.259
69 C 2.050 -2.622 2.207
70 C 1.928 -4.583 0.713
71 H 1.407 -7.249 -1.355
72 H 2.416 -7.314 0.090
73 H 2.902 -6.313 -1.271
74 H -0.593 -6.039 -0.971
75 H -2.580 -4.959 -0.742
76 H -2.565 -3.206 -0.532
77 H -2.795 -4.238 0.854
78 H 1.525 -1.706 2.451
79 H 3.018 -2.364 1.778
80 H 2.230 -3.175 3.132
81 H 2.979 -4.721 0.946

Results
energy relative to the best compared isomer or geometry (same formula, charge and spin)	0.462	eV
2S+1	3
total charge	+1

The following is a quantum chemistry calculation of a cluster of 3 separate species, C5H12NO2 in total, from the OMol25 dataset.

Element x y z (Å)
1 C 0.742 -1.457 1.277
2 O 1.922 -1.353 0.486
3 C -0.616 -1.104 0.709
4 C -0.567 0.396 0.526
5 C 0.344 0.899 -0.551
6 C -0.279 2.087 -1.332
7 O 0.146 2.084 -2.609
8 N -1.673 -1.637 1.401
9 H 1.131 -0.588 1.751
10 H 0.711 -2.453 1.759
11 H -2.370 -2.051 0.818
12 H -0.618 -1.549 -0.391
13 H -1.606 0.713 0.405
14 H 0.004 0.725 1.524
15 H 0.662 0.107 -1.271
16 H 1.300 1.221 -0.168
17 H -1.405 2.012 -1.204
18 H -0.191 3.060 -0.792
19 H 0.336 0.944 2.347
20 H -0.699 -2.114 -1.099

Results
energy relative to the best compared isomer or geometry (same formula, charge and spin)	15.267	eV
2S+1	1
total charge	-1

The following is a quantum chemistry calculation of a cluster of 2 separate species, C4H7N2OS2 in total, from the OMol25 dataset.

Element x y z (Å)
1 C -0.049 1.764 -0.524
2 C -1.767 -0.021 0.447
3 C -0.497 -0.868 -1.243
4 C 0.341 -0.987 1.084
5 N 1.089 1.625 -0.173
6 N -0.610 -0.370 0.106
7 O -1.035 2.102 -0.997
8 S -3.212 0.430 0.683
9 S 2.291 1.613 0.931
10 H -0.459 0.058 -1.968
11 H 0.531 -1.345 -1.454
12 H -1.364 -1.453 -1.472
13 H 0.267 -0.354 2.091
14 H 0.078 -2.017 1.325
15 H 1.340 -1.008 1.002
16 H 3.057 0.829 0.161

Results
energy relative to the best compared isomer or geometry (same formula, charge and spin)	2.526	eV
2S+1	1
total charge	+1

The following is a quantum chemistry calculation of a cluster of 2 separate species, C6H10N2O2 in total, from the OMol25 dataset.

Element x y z (Å)
1 H -0.087 -0.847 -2.729
2 N -0.327 -1.157 -1.778
3 C 0.565 -0.734 -0.939
4 C 1.741 0.092 -1.381
5 C 0.437 -1.094 0.534
6 C -0.804 -1.802 1.001
7 N 1.397 -0.791 1.350
8 H 1.167 -1.117 2.297
9 H 2.498 -0.564 -1.816
10 H 1.416 0.810 -2.140
11 H 2.178 0.653 -0.552
12 H -1.135 -1.365 1.948
13 H -1.623 -1.713 0.284
14 H -0.576 -2.859 1.161
15 O -0.467 2.704 -0.996
16 C -1.280 2.152 -0.274
17 C -1.007 2.020 1.196
18 O -1.802 1.433 1.911
19 H -2.230 1.709 -0.611
20 H -0.061 2.470 1.535

Results
structure (SMILES)	[H]/N=C(C)/C(C)=N/[H].O=CC=O
energy relative to the best compared isomer or geometry (same formula, charge and spin)	2.395	eV
2S+1	1
total charge	0

The following is a quantum chemistry calculation of a cluster of 9 separate species, C20H31N8O5PS in total, from the OMol25 dataset.

Element x y z (Å)
1 O 0.406 1.535 2.872
2 C 0.613 1.713 1.717
3 C -0.361 2.133 0.642
4 C 0.564 2.813 -0.349
5 O 0.218 2.802 -1.705
6 C 1.990 2.361 0.011
7 P 2.930 1.258 -1.169
8 O 3.893 2.191 -2.041
9 O 1.950 0.564 -2.205
10 S 3.931 -0.042 -0.150
11 O 1.842 1.570 1.184
12 H -1.082 2.797 1.080
13 H -0.912 1.330 0.172
14 H 0.527 3.859 -0.047
15 H -0.738 2.801 -1.749
16 H 2.506 3.267 0.293
17 H 4.353 2.730 -1.391
18 H 1.466 -0.047 -1.614
19 C 0.987 0.846 -5.852
20 C -0.034 0.972 -4.818
21 N -0.823 1.072 -4.000
22 H 1.652 0.021 -5.623
23 H 0.516 0.672 -6.817
24 H 1.571 1.761 -5.898
25 C 5.885 -3.560 -0.641
26 C 5.987 -2.673 0.505
27 N 6.065 -1.960 1.390
28 H 6.865 -3.964 -0.883
29 H 5.206 -4.379 -0.412
30 H 5.503 -3.005 -1.495
31 C 0.816 2.863 5.793
32 C -0.078 3.239 6.881
33 N -0.779 3.533 7.730
34 H 1.399 1.991 6.080
35 H 0.240 2.625 4.905
36 H 1.491 3.687 5.572
37 C -4.333 0.469 -0.227
38 C -4.211 1.894 -0.500
39 N -4.092 3.008 -0.715
40 H -3.351 0.045 -0.026
41 H -4.981 0.309 0.630
42 H -4.763 -0.034 -1.087
43 C 4.534 -1.651 4.286
44 C 5.148 -2.008 5.557
45 N 5.629 -2.288 6.553
46 H 5.302 -1.438 3.548
47 H 3.921 -2.475 3.929
48 H 3.908 -0.771 4.414
49 C 0.361 -3.256 -2.964
50 C 0.252 -2.463 -1.752
51 N 0.155 -1.841 -0.803
52 H -0.496 -3.921 -3.044
53 H 0.385 -2.604 -3.824
54 H 1.273 -3.847 -2.935
55 C -5.709 -0.678 -4.295
56 C -5.103 -1.547 -3.296
57 N -4.629 -2.224 -2.515
58 H -6.410 0.002 -3.815
59 H -4.936 -0.099 -4.795
60 H -6.240 -1.279 -5.029
61 C -6.165 -2.202 2.612
62 C -6.751 -0.951 2.150
63 N -7.212 0.023 1.790
64 H -6.523 -2.426 3.614
65 H -6.448 -3.009 1.940
66 H -5.081 -2.116 2.631

Results
structure (SMILES)	O=C1C[C@H](O)[C@H](P(O)(O)=S)O1.CC#N.CC#N.CC#N.CC#N.CC#N.CC#N.CC#N.CC#N
E_tot	-2334.467930	hartree
2S+1	1
total charge	0